Record 1
Below is 6 unconnected molecules or ions with the total composition C32H76BNO17S, with properties calculated with the ωB97M-V functional and the def2-TZVPD basis.

Element x y z (Å)
C (-5.46627, 2.17272, 2.45688)
N (-6.47387, 1.28467, 1.88896)
C (-6.14736, -0.10708, 2.13288)
C (-7.03813, -1.06773, 1.34834)
C (-6.72149, -1.15169, -0.13600)
C (-5.25300, -1.48235, -0.46677)
C (-4.53646, -0.39776, -1.29889)
C (-3.17452, 0.03276, -0.75559)
C (-2.05944, -1.01236, -0.95654)
C (-1.25007, -1.41219, 0.28436)
C (-2.04913, -1.74493, 1.53886)
O (-1.29002, -1.36240, 2.66911)
C (-1.93338, -1.67841, 3.88417)
O (-8.43315, -0.58975, 1.43219)
S (-9.10524, -1.05176, 2.79108)
O (-10.28008, -1.77204, 2.45122)
O (-9.14080, -0.01209, 3.75069)
O (-7.94653, -2.06651, 3.23225)
C (-7.22655, -2.42509, 2.03559)
B (-5.96366, -3.36947, 2.28730)
O (-5.97160, -4.67250, 1.89455)
O (-4.85118, -2.85367, 2.87032)
H (-5.66323, 2.32862, 3.51983)
H (-5.51487, 3.14616, 1.97177)
H (-4.44114, 1.78891, 2.34434)
H (-6.53327, 1.45058, 0.89026)
H (-5.10214, -0.32755, 1.86420)
H (-6.23322, -0.31438, 3.20219)
H (-7.38993, -1.89497, -0.57794)
H (-7.00914, -0.19567, -0.57911)
H (-4.69623, -1.65043, 0.45779)
H (-5.22236, -2.43665, -0.99560)
H (-4.39073, -0.76637, -2.31912)
H (-5.17460, 0.48585, -1.38592)
H (-2.89868, 0.95592, -1.27120)
H (-3.26388, 0.30555, 0.30107)
H (-1.34254, -0.60612, -1.67362)
H (-2.46777, -1.90937, -1.43358)
H (-0.51566, -0.64708, 0.54530)
H (-0.67092, -2.30035, 0.02823)
H (-3.02552, -1.24484, 1.56889)
H (-2.24756, -2.82958, 1.58469)
H (-1.80541, -2.73869, 4.14055)
H (-3.00685, -1.45902, 3.83706)
H (-1.48024, -1.06951, 4.66487)
H (-7.94032, -2.96677, 1.39653)
H (-6.77584, -4.95605, 1.44514)
H (-4.09540, -3.45903, 2.83980)
C (-2.72881, 7.56179, 3.18724)
O (-2.81379, 7.06251, 4.50706)
C (-3.99652, 6.32648, 4.76505)
C (-3.74746, 4.83457, 4.74445)
O (-3.39035, 4.37759, 3.45111)
C (-2.00706, 4.12998, 3.29249)
H (-1.73346, 7.98632, 3.06852)
H (-2.87450, 6.77152, 2.44583)
H (-3.47083, 8.34928, 3.01501)
H (-4.77147, 6.57847, 4.03298)
H (-4.36069, 6.61253, 5.75611)
H (-4.66486, 4.31718, 5.04198)
H (-2.96501, 4.58158, 5.46781)
H (-1.69340, 3.25673, 3.87540)
H (-1.40556, 4.99166, 3.59361)
H (-1.83680, 3.92477, 2.23668)
C (4.35940, -4.62873, -0.75137)
O (4.78336, -3.52098, 0.01536)
C (4.42008, -2.26999, -0.54742)
C (3.20437, -1.68685, 0.13864)
O (2.04942, -2.48115, -0.08197)
C (1.71150, -3.30414, 1.02018)
H (4.52800, -5.51776, -0.14503)
H (3.29683, -4.56193, -1.00089)
H (4.94077, -4.72020, -1.67580)
H (4.21967, -2.37812, -1.61920)
H (5.26118, -1.58215, -0.42887)
H (3.01353, -0.68792, -0.26422)
H (3.39880, -1.58917, 1.21183)
H (1.34260, -2.70414, 1.85947)
H (2.56577, -3.89935, 1.35315)
H (0.91789, -3.97694, 0.69676)
C (4.50385, 1.16036, -3.00950)
O (5.38572, 0.94306, -1.92442)
C (6.72879, 0.71514, -2.31584)
C (7.58772, 1.94529, -2.12062)
O (7.19875, 2.99758, -2.98463)
C (6.42850, 4.00326, -2.35367)
H (3.54575, 1.46159, -2.58896)
H (4.86784, 1.94798, -3.67410)
H (4.36142, 0.24237, -3.59087)
H (6.77227, 0.39959, -3.36381)
H (7.12550, -0.09860, -1.70048)
H (8.62814, 1.69196, -2.34512)
H (7.53426, 2.26830, -1.07536)
H (7.03833, 4.58326, -1.65226)
H (5.57320, 3.58466, -1.81703)
H (6.06503, 4.66526, -3.13881)
C (4.37805, 6.02965, -7.14287)
O (5.23119, 5.83286, -6.03283)
C (6.58456, 5.59668, -6.38596)
C (7.44021, 6.82906, -6.19408)
O (7.08577, 7.86599, -7.09239)
C (6.30261, 8.88625, -6.50586)
H (3.40783, 6.33255, -6.75276)
H (4.75699, 6.80799, -7.81051)
H (4.25486, 5.10302, -7.71443)
H (6.65687, 5.25636, -7.42442)
H (6.96138, 4.79711, -5.74014)
H (8.48589, 6.56734, -6.38069)
H (7.35667, 7.17564, -5.15814)
H (6.88776, 9.46685, -5.78403)
H (5.42190, 8.48042, -6.00080)
H (5.98277, 9.54718, -7.30954)
C (1.24364, -9.85687, 0.03619)
O (2.50936, -9.52179, 0.56969)
C (2.86233, -8.16141, 0.39313)
C (2.66965, -7.35823, 1.66036)
O (1.30009, -7.25552, 2.01518)
C (0.91707, -8.12359, 3.06393)
H (1.02515, -10.87721, 0.34611)
H (0.45955, -9.19142, 0.40738)
H (1.25388, -9.81551, -1.05864)
H (2.27611, -7.71589, -0.41837)
H (3.91809, -8.12614, 0.10621)
H (3.04366, -6.34278, 1.49950)
H (3.24418, -7.80711, 2.47726)
H (1.37136, -7.81919, 4.01324)
H (1.19793, -9.15903, 2.85417)
H (-0.16570, -8.05729, 3.15630)

Force components x, y, z for each atom (eV/Å):
-0.10 0.06 0.01
0.17 -0.03 -0.27
0.23 0.00 0.02
-0.34 0.15 0.15
-0.11 -0.07 -0.06
-0.02 -0.06 -0.02
0.07 -0.08 -0.02
0.08 0.14 -0.06
0.04 0.08 0.05
-0.05 -0.30 0.04
0.07 -0.10 0.01
-0.03 0.07 -0.01
-0.06 0.06 -0.01
0.18 0.11 0.06
0.03 0.07 -0.02
-0.18 -0.08 0.02
-0.05 0.06 0.08
0.07 -0.18 0.05
0.01 -0.15 -0.45
-0.01 0.18 0.30
-0.04 -0.07 -0.23
0.13 -0.12 -0.12
0.08 -0.08 0.00
-0.01 0.00 0.04
-0.01 0.05 0.02
-0.02 -0.02 0.05
-0.05 -0.05 0.11
-0.06 0.07 -0.02
-0.06 0.07 0.02
0.03 -0.02 -0.02
-0.02 0.00 -0.05
0.02 0.02 -0.02
-0.06 0.09 -0.01
-0.02 -0.04 0.06
0.06 -0.01 0.05
-0.06 0.00 -0.04
-0.02 -0.14 -0.07
-0.09 0.01 0.11
-0.16 0.12 0.02
0.18 0.16 -0.07
0.12 0.03 0.04
-0.03 0.02 -0.05
-0.01 -0.01 -0.03
0.09 0.06 0.04
0.02 -0.07 0.01
0.09 -0.05 -0.02
0.11 0.03 0.14
-0.20 0.07 0.16
0.01 0.00 -0.01
0.02 -0.03 -0.01
-0.01 0.03 0.00
-0.01 -0.05 0.01
0.00 0.03 -0.02
0.00 -0.01 -0.01
-0.01 0.01 0.00
0.01 0.00 0.00
-0.01 -0.01 0.00
0.00 0.00 0.01
0.00 0.00 0.00
0.00 0.00 0.00
-0.01 0.00 0.00
0.00 0.01 0.01
0.00 0.00 -0.01
0.00 -0.01 0.00
-0.01 -0.04 0.06
0.02 0.00 -0.03
0.00 0.03 0.02
-0.03 0.03 -0.03
0.01 -0.04 0.00
-0.02 0.01 0.02
0.04 -0.01 -0.04
0.00 -0.02 -0.02
-0.02 0.03 -0.01
0.01 0.01 0.00
0.00 0.00 0.01
0.00 0.00 -0.01
0.00 0.01 0.00
0.00 0.00 0.00
0.00 0.00 0.01
0.01 0.00 -0.01
-0.01 0.01 0.01
-0.02 -0.01 0.03
-0.01 -0.04 0.00
0.01 0.02 0.00
-0.02 -0.01 -0.02
-0.02 0.05 -0.06
0.00 -0.01 0.00
-0.01 0.00 0.00
0.01 0.00 -0.01
0.01 -0.01 0.01
0.00 0.00 0.00
0.00 0.00 0.00
0.01 -0.01 0.00
0.00 -0.01 0.01
0.01 -0.02 0.00
0.00 0.02 0.02
-0.01 0.01 0.00
0.00 0.02 0.01
0.00 -0.07 0.06
0.03 0.02 0.00
-0.03 -0.01 -0.01
-0.01 0.01 -0.01
0.00 -0.01 0.00
-0.01 0.00 0.00
0.01 0.00 -0.01
-0.01 0.00 0.00
0.02 0.00 0.00
0.00 0.00 0.00
0.01 -0.01 0.00
0.00 -0.01 0.01
0.00 0.00 -0.01
0.01 0.01 0.01
-0.01 -0.01 0.00
-0.02 0.01 0.03
0.05 -0.04 -0.02
-0.07 0.08 0.02
0.00 -0.02 -0.02
-0.01 0.00 0.00
0.00 0.00 -0.01
0.00 -0.01 0.00
0.00 0.02 0.00
0.01 0.01 0.01
0.00 0.00 0.01
0.02 -0.01 0.01
0.01 -0.01 -0.01
0.01 -0.01 0.00
-0.01 0.00 0.00
0.00 0.01 0.01

Molar mass, g mol⁻¹: 789.83
Orbital gap, hartree: 0.333
2S+1: 1
Energy above the lowest of the compared OMol25 structures with the same formula, charge and spin, kJ/mol: 0.00
HOMO energy, eV: -8.9
E_tot, hartree: -3021.567208
Largest force on an atom, hartree/bohr: 0.009
Net charge: 0
LUMO, eV: 0.15



Record 2
Below is a gas-phase ion, C11H26O2PS (charge -1) at a distorted geometry, with properties calculated with the ωB97M-V functional and the def2-TZVPD basis.

Element x y z (Å)
C (5.13913, 1.52061, 0.02530)
C (3.88226, 0.45043, -0.24163)
C (3.17764, -0.05892, 1.14860)
C (2.93250, -1.67741, 1.25207)
C (1.80203, -2.26135, 0.19070)
C (0.27422, -1.84095, 0.61792)
P (-0.86597, -1.42530, -0.89389)
S (0.37539, 0.27703, -1.33489)
C (-2.06184, -1.07392, -2.35259)
C (-3.31882, -0.06618, -1.95500)
O (-2.77080, 1.27528, -1.70311)
C (-3.50611, 1.99570, -0.65238)
O (-3.94422, 3.24822, -0.95988)
C (-3.80849, 1.46852, 0.87022)
C (-3.66884, 2.62145, 2.03875)
H (4.61658, 2.50315, 0.44860)
H (5.62316, 1.70213, -1.02488)
H (5.95705, 1.09298, 0.74504)
H (4.21690, -0.49072, -0.85203)
H (3.13339, 1.04944, -0.94976)
H (3.94059, 0.21479, 2.02515)
H (2.17802, 0.51572, 1.42478)
H (2.51200, -1.95407, 2.33472)
H (3.91932, -2.29708, 1.06464)
H (1.86620, -3.44924, 0.29055)
H (2.09472, -2.01100, -0.91429)
H (-0.15886, -2.76207, 1.24020)
H (0.31291, -0.93998, 1.39987)
H (-1.73807, -0.66853, -0.01790)
H (-1.68648, -2.60604, -0.59441)
H (-0.06215, -2.28313, -1.76906)
H (0.60361, 0.88951, -0.06257)
H (-1.51828, -0.57114, -3.26617)
H (-2.46064, -2.13881, -2.71382)
H (-3.94591, -0.52207, -1.07870)
H (-4.02663, -0.02597, -2.91109)
H (-4.92612, 1.05135, 0.86004)
H (-3.09447, 0.57852, 1.20401)
H (-2.55115, 2.75293, 2.39752)
H (-4.09219, 3.67098, 1.72639)
H (-4.35157, 2.24514, 2.94300)

Force components x, y, z for each atom (eV/Å):
-1.14 -0.68 -0.48
-0.18 0.57 -0.24
0.65 0.00 0.95
-0.85 -0.40 -0.34
0.33 -0.88 0.94
1.46 -0.63 1.66
-1.47 -2.28 1.33
1.39 2.52 0.65
-1.22 0.73 -1.56
0.25 -2.25 -1.40
-3.15 0.71 3.26
-1.31 5.72 -2.28
2.85 -7.71 1.88
0.13 -0.75 0.16
-0.61 0.01 0.15
1.52 -2.03 -0.87
-0.82 0.00 2.06
-1.64 0.88 -1.22
-0.41 1.78 1.16
1.42 -1.55 1.67
-1.56 -0.54 -1.74
2.06 -1.23 -0.84
1.08 0.70 -2.22
-1.69 1.48 0.48
-0.03 2.44 -0.31
-0.76 -0.19 2.07
0.70 1.84 -1.32
-0.06 -1.66 -1.71
0.08 0.42 0.22
-0.13 -0.13 0.05
0.27 0.38 -0.14
-0.47 -1.00 -1.60
-1.00 -0.89 1.62
0.57 2.32 0.72
1.32 1.07 -1.32
1.28 0.26 2.06
2.43 0.98 -0.05
-1.53 1.80 -1.18
-2.36 -0.39 -0.81
0.88 -2.19 0.34
1.71 0.79 -1.84

Molar mass, g mol⁻¹: 253.37
Orbital gap, hartree: 0.270
2S+1: 1
HOMO energy, eV: -4.2
E_tot, hartree: -1324.477388
Largest force on an atom, hartree/bohr: 0.164
Net charge: -1
LUMO, eV: 3.16



Record 3
Below is C4H7NO in the gas phase, with properties calculated with the ωB97M-V functional and the def2-TZVPD basis.

Element x y z (Å)
O (1.19878, 1.72693, -1.06609)
C (1.61690, 0.94823, -0.24148)
C (1.05292, -0.44825, -0.07359)
C (-0.35020, -0.41462, 0.51584)
C (-1.42476, 0.34028, -0.16422)
N (-1.38152, -1.11848, -0.24398)
H (2.43847, 1.25039, 0.44417)
H (1.72221, -1.05323, 0.54739)
H (0.97579, -0.90856, -1.06523)
H (-0.40407, -0.47050, 1.60300)
H (-1.18738, 0.86656, -1.08406)
H (-2.18849, 0.81390, 0.44861)
H (-2.06867, -1.53265, 0.37964)

Force components x, y, z for each atom (eV/Å):
0.28 -0.30 0.36
-0.15 0.22 -0.23
0.00 -0.05 -0.06
0.13 0.12 0.17
-0.09 0.30 -0.05
-0.15 -0.24 0.08
-0.11 -0.02 -0.09
-0.10 0.05 -0.10
0.04 0.11 0.12
0.00 0.01 -0.19
-0.05 -0.13 0.11
0.11 -0.11 -0.06
0.09 0.05 -0.07

Molar mass, g mol⁻¹: 85.11
Orbital gap, hartree: 0.392
2S+1: 1
Energy above the lowest of the compared OMol25 structures with the same formula, charge and spin, kJ/mol: 210.27
HOMO energy, eV: -9.7
E_tot, hartree: -286.551559
Largest force on an atom, hartree/bohr: 0.011
Net charge: 0
LUMO, eV: 0.93



Record 4
Below is a molecular structure, C32H25BrN5OS4SbSiTc, with properties calculated with the ωB97M-V functional and the def2-TZVPD basis.

Element x y z (Å)
Tc (-0.37079, -0.33217, -0.06951)
C (-5.82879, 0.98319, 1.20730)
Si (-4.89321, 2.32880, 2.09442)
C (-5.41257, 2.33452, 3.89660)
C (-5.31008, 3.98784, 1.33032)
C (-3.01648, 2.15833, 2.06541)
C (-2.27941, 3.01324, 2.87611)
C (-0.88861, 2.98208, 2.89885)
C (-0.24166, 2.05931, 2.10653)
N (-0.92320, 1.21925, 1.32806)
C (-2.26706, 1.26947, 1.27811)
S (-2.81603, 0.12148, 0.10646)
H (-6.90081, 1.14635, 1.35415)
H (-5.57531, -0.00600, 1.59066)
H (-5.62373, 0.98402, 0.13686)
H (-6.49119, 2.48802, 3.98342)
H (-4.91730, 3.12605, 4.46311)
H (-5.16766, 1.38163, 4.37046)
H (-6.38526, 4.17982, 1.37380)
H (-5.00231, 4.01664, 0.28296)
H (-4.80067, 4.80326, 1.84933)
H (-2.79588, 3.73110, 3.50653)
H (-0.31586, 3.65448, 3.52133)
H (0.83421, 1.96730, 2.07843)
Br (3.30324, -3.89048, -4.19983)
C (1.78658, -4.85018, -3.60608)
C (0.90051, -5.37149, -4.53232)
C (-0.21493, -6.06352, -4.08362)
C (-0.46470, -6.19380, -2.72483)
C (0.45902, -5.70281, -1.80576)
C (1.58354, -5.02779, -2.24506)
N (-1.64259, -6.93353, -2.35225)
N (-2.39984, -6.54244, -1.44600)
C (-2.18802, -5.28071, -0.80710)
C (-2.08711, -5.28503, 0.56546)
C (-1.67376, -4.16144, 1.28713)
C (-1.36955, -2.97301, 0.62805)
O (-0.94115, -1.90552, 1.21289)
C (-1.59786, -2.93786, -0.79197)
N (-1.35715, -1.74135, -1.39854)
C (-1.61994, -1.58748, -2.67390)
C (-2.12719, -2.64141, -3.45173)
C (-2.32240, -3.86582, -2.88473)
C (-2.03894, -4.05530, -1.51081)
H (1.07802, -5.23523, -5.59000)
H (-0.91854, -6.49060, -4.78823)
H (0.28852, -5.81658, -0.74299)
H (2.28335, -4.61392, -1.53285)
H (-2.26490, -6.22204, 1.08095)
H (-1.55914, -4.20158, 2.36180)
H (-1.41137, -0.62438, -3.11579)
H (-2.32425, -2.46186, -4.49890)
H (-2.70363, -4.68965, -3.47194)
S (0.76488, -0.53662, -4.92640)
Sb (1.50371, 0.21764, -2.92337)
S (1.39971, -1.46781, -1.17905)
S (-0.22480, 1.32135, -1.60575)
N (7.28799, -0.30644, 6.43818)
C (6.42268, -0.30184, 5.67978)
C (5.34339, -0.29367, 4.73304)
C (4.34963, -1.27080, 4.79514)
C (3.30941, -1.25718, 3.88817)
C (3.23663, -0.27024, 2.89545)
C (4.24573, 0.70073, 2.84022)
C (5.28537, 0.69220, 3.74868)
C (2.15767, -0.25522, 1.96852)
C (1.23832, -0.24899, 1.17590)
H (4.40024, -2.03567, 5.55867)
H (2.53371, -2.00934, 3.93223)
H (4.20157, 1.45733, 2.06844)
H (6.06119, 1.44481, 3.70024)

Force components x, y, z for each atom (eV/Å):
-0.03 0.00 -0.07
0.00 -0.04 -0.01
0.00 0.03 -0.02
0.00 0.01 0.03
-0.02 0.03 0.00
0.02 -0.01 0.00
0.02 -0.01 0.00
-0.04 0.00 0.00
0.01 0.03 -0.05
0.00 0.02 0.01
0.01 0.00 -0.03
0.05 0.01 0.11
0.01 0.00 0.00
0.00 -0.01 -0.01
-0.01 0.00 0.00
0.01 0.00 0.00
-0.01 -0.01 0.00
0.00 0.00 0.00
0.01 0.00 0.00
0.00 0.00 0.00
0.00 -0.01 -0.01
0.01 -0.01 0.00
0.00 0.00 0.00
-0.01 -0.01 0.01
-0.01 0.00 0.02
-0.01 -0.01 0.01
0.00 0.01 0.01
-0.04 0.00 0.00
0.05 -0.02 -0.08
0.02 -0.02 0.07
0.02 0.00 -0.02
-0.04 0.07 0.10
0.00 -0.05 -0.10
-0.02 0.10 0.11
0.02 -0.01 -0.04
-0.02 0.00 -0.03
0.00 -0.07 -0.15
0.02 0.12 -0.07
0.04 -0.02 0.18
-0.01 0.03 0.03
-0.01 0.06 -0.02
-0.02 -0.09 -0.02
0.03 0.07 -0.02
-0.06 -0.11 -0.02
-0.01 0.01 0.01
0.01 0.01 0.00
0.03 0.00 -0.04
0.00 0.00 0.00
0.00 0.00 0.01
0.00 0.00 0.00
-0.01 0.00 0.01
0.01 0.00 0.01
0.00 -0.03 -0.02
-0.04 -0.01 -0.04
0.13 0.02 -0.03
0.02 -0.11 0.16
-0.14 0.10 0.07
-0.02 0.00 -0.01
0.03 0.00 0.01
0.00 0.00 0.00
-0.01 0.00 -0.01
0.01 0.00 0.01
-0.01 0.01 -0.01
0.01 0.00 0.00
0.00 0.00 -0.01
-0.01 0.09 0.07
0.01 -0.19 -0.09
0.00 0.00 0.00
0.00 0.00 0.00
0.00 0.00 0.00
0.00 0.00 0.00

Molar mass, g mol⁻¹: 951.60
Orbital gap (alpha / beta), hartree: 0.196 / 0.194
2S+1: 1
Energy above the lowest of the compared OMol25 structures with the same formula, charge and spin, kJ/mol: 18.67
HOMO energy (alpha / beta), eV: -4.7 / -4.7
E_tot, hartree: -6360.876088
Largest force on an atom, hartree/bohr: 0.004
Net charge: -1
LUMO (alpha / beta), eV: 0.63 / 0.61



Record 5
Below is a molecular structure, CClNO5 at a distorted geometry, with properties calculated with the ωB97M-V functional and the def2-TZVPD basis.

Element x y z (Å)
C (1.64536, -0.69073, 0.03333)
N (-1.81922, 0.48514, 0.01235)
O (-1.40781, 1.57960, 0.17241)
O (2.02204, -1.75510, 0.30916)
O (-2.91222, 0.00922, 0.00856)
O (0.69466, 0.11425, -0.15496)
O (-0.95056, -0.57171, -0.28935)
Cl (2.72776, 0.82933, -0.09151)

Force components x, y, z for each atom (eV/Å):
1.92 0.14 0.80
0.33 -1.03 -0.44
0.01 0.26 0.16
-0.71 -0.28 -0.36
-0.69 0.43 0.18
-3.56 0.19 -0.70
1.25 0.18 0.33
1.44 0.11 0.02

Molar mass, g mol⁻¹: 141.47
Orbital gap (alpha / beta), hartree: 0.316 / 0.331
2S+1: 1
Energy above the lowest of the compared OMol25 structures with the same formula, charge and spin, kJ/mol: 305.77
HOMO energy (alpha / beta), eV: -11.7 / -11.6
E_tot, hartree: -928.974378
Largest force on an atom, hartree/bohr: 0.071
Net charge: 0
LUMO (alpha / beta), eV: -3.13 / -2.64